Entry 1:
The following is a quantum chemistry calculation of 2 unconnected molecules or ions with the total composition C37H61Br2IN5O5, from the Open Molecules 2025 dataset.

HOMO-LUMO gap: 8.175 eV
Relative energy (zero: lowest compared OMol25 entry of this formula, charge and spin): 0.00 kJ/mol
LUMO energy: -2.3 eV
E: -205222.87541 eV
Total charge: +1

```
111
Properties=species:S:1:pos:R:3:lowdin_charge:R:1
C 11.32983 0.52849 -0.69990 -0.071
C 10.69679 -0.85854 -0.49700 -0.276
O 10.45381 -1.58970 -1.68389 -0.137
C 9.74847 -0.86674 -2.67225 -0.184
C 8.37862 -0.30335 -2.24100 -0.175
O 7.36332 -0.89870 -3.04735 -0.132
C 6.47028 0.02562 -3.64222 -0.187
C 5.03855 -0.48904 -3.50300 -0.171
O 4.24687 0.27550 -4.42987 -0.132
C 2.88582 0.33843 -4.03552 -0.127
C 2.59631 1.68445 -3.35945 -0.086
C 3.50954 2.31379 -2.54826 -0.005
C 3.30345 3.52714 -1.95904 -0.175
C 4.33699 4.21754 -1.07841 -0.589
I 6.18864 3.12519 -0.90663 1.011
C 3.76496 4.64806 0.31810 -0.289
C 4.47065 4.11775 1.56484 -0.184
C 2.07636 4.16464 -2.21688 -0.178
C 1.70102 5.51306 -1.70445 -0.677
Br 0.44269 5.59811 -0.26009 0.778
C 2.20767 6.60315 -2.26569 -0.738
C 3.14741 6.55082 -3.44480 -0.093
Br 1.77699 8.34428 -1.62955 0.754
C 1.17039 3.51939 -2.98123 -0.050
C 1.38537 2.27823 -3.57306 -0.031
C 0.16285 1.84845 -4.36410 -0.327
O 0.02832 1.04377 -5.24652 0.156
N -0.88853 2.70322 -3.82006 0.039
C -1.34811 1.92097 -2.63180 -0.152
C -2.86439 1.92479 -2.49267 -0.162
C -3.35492 1.52068 -1.08614 -0.180
C -2.77543 0.18800 -0.55294 -0.211
N -2.80431 0.19089 0.92487 0.019
C -1.56738 0.40203 1.57582 -0.527
N -1.55594 0.25502 2.83903 0.110
N -0.37204 0.81021 0.89186 0.102
C -0.23708 3.92020 -3.40947 -0.323
O -0.75156 5.01343 -3.43732 0.147
H 10.52185 1.25975 -0.81681 0.066
H 11.81308 0.79929 0.24053 0.076
H 12.01171 0.57821 -1.54486 0.081
H 9.80379 -0.78369 0.13547 0.106
H 11.40727 -1.45777 0.07840 0.116
H 10.35735 -0.07741 -3.13209 0.117
H 9.55161 -1.57529 -3.47817 0.130
H 8.13695 -0.53177 -1.19801 0.123
H 8.41325 0.78844 -2.32496 0.102
H 6.49387 1.02195 -3.19534 0.065
H 6.69555 0.05824 -4.71449 0.137
H 4.95778 -1.55396 -3.73459 0.136
H 4.66317 -0.24410 -2.50295 0.118
H 2.59540 -0.48710 -3.37952 0.138
H 2.31032 0.34767 -4.96061 0.125
H 4.44530 1.79376 -2.41455 0.022
H 4.59915 5.13270 -1.60152 0.052
H 3.83970 5.73850 0.37129 0.114
H 2.69949 4.43962 0.35716 0.038
H 4.48087 3.03083 1.64100 0.055
H 5.45872 4.54846 1.71222 0.053
H 3.88206 4.46444 2.42392 0.078
H 4.17798 6.34886 -3.14700 0.079
H 3.14493 7.51019 -3.96023 0.070
H 2.85047 5.78460 -4.16123 0.093
H -0.89027 2.28591 -1.70145 0.118
H -1.02814 0.88047 -2.73557 0.125
H -3.33598 1.23767 -3.20194 0.120
H -3.30053 2.90208 -2.70979 0.121
H -3.21992 2.30932 -0.34154 0.114
H -4.43604 1.37250 -1.16878 0.105
H -1.81241 -0.08267 -0.98282 0.090
H -3.47576 -0.59581 -0.86608 0.108
H -3.23824 -0.63729 1.30055 0.081
H -0.61427 0.46692 3.15838 0.046
H -0.50067 1.65522 0.34599 0.066
H -0.09561 0.04398 0.28581 0.083
C -6.75186 -7.28615 2.87363 -0.090
C -6.82742 -6.17705 3.92348 -0.258
C -7.92419 -5.14688 3.64087 -0.161
C -7.60619 -3.90324 2.81918 -0.089
N -6.42607 -3.02303 3.18457 -0.186
C -5.13736 -3.50522 2.54459 -0.079
C -5.27434 -3.16636 1.07060 -0.145
C -6.00895 -1.82844 1.05138 -0.132
C -6.63911 -1.68506 2.43375 -0.079
C -6.30070 -2.61205 4.64535 -0.096
C -5.83352 -3.58936 5.72876 -0.207
C -6.88765 -4.12342 6.69971 -0.086
H -6.66164 -6.87881 1.86357 0.073
H -5.88712 -7.92252 3.06028 0.080
H -7.64040 -7.91595 2.91928 0.082
H -5.84397 -5.72428 4.01064 0.065
H -7.01885 -6.64182 4.89212 0.113
H -8.38527 -4.80774 4.56843 0.095
H -8.74195 -5.65646 3.12341 0.131
H -8.47679 -3.25127 2.87261 0.133
H -7.48580 -4.18361 1.77401 0.130
H -4.32208 -2.95027 3.01011 0.148
H -5.00149 -4.57059 2.69540 0.122
H -5.85866 -3.91978 0.54265 0.111
H -4.31251 -3.12650 0.56167 0.123
H -6.75346 -1.78350 0.25837 0.125
H -5.31850 -1.00447 0.87613 0.093
H -7.69816 -1.44681 2.42602 0.133
H -6.11214 -0.91348 2.98817 0.130
H -7.24795 -2.14043 4.91045 0.146
H -5.54224 -1.83165 4.62219 0.124
H -5.17119 -2.99722 6.36560 0.119
H -5.18716 -4.37903 5.34988 0.102
H -7.55609 -3.32716 7.03083 0.086
H -6.39272 -4.52614 7.58352 0.086
H -7.49260 -4.93617 6.30891 0.045
```

=====

Entry 2:
The following is a quantum chemistry calculation of 2 unconnected molecules or ions with the total composition C4H11NO, from the Open Molecules 2025 dataset.

SMILES: CNC(C)=O.C
HOMO-LUMO gap: 10.421 eV
Relative energy (zero: lowest compared OMol25 entry of this formula, charge and spin): 23.15 kJ/mol
LUMO energy: 0.7 eV
E: -7864.31367 eV
Total charge: 0

```
17
Properties=species:S:1:pos:R:3:lowdin_charge:R:1
C 1.79412 -0.85229 -2.05967 -0.061
H 1.35933 -1.71705 -2.58229 0.014
H 1.01836 -0.08723 -1.90842 0.016
H 2.61122 -0.43146 -2.66405 0.016
H 2.18762 -1.17339 -1.08394 0.015
O -3.77371 0.36721 -0.01055 0.036
C -3.64097 -0.80573 0.32599 -0.560
N -3.86837 -1.82735 -0.54552 -0.021
C -3.21908 -1.22834 1.71730 -0.017
C -4.27813 -1.56404 -1.91115 -0.089
H -3.74688 -2.79187 -0.22694 0.139
H -2.27720 -1.80157 1.68791 0.083
H -3.06332 -0.32707 2.33380 0.086
H -3.99502 -1.85077 2.19386 0.083
H -4.40627 -2.52369 -2.43960 0.084
H -3.51788 -0.96803 -2.44351 0.088
H -5.23570 -1.01726 -1.93757 0.089
```

=====

Entry 3:
The following is a quantum chemistry calculation of C4H9NO2 in the gas phase, from the Open Molecules 2025 dataset.

SMILES: C[C@@H](O)CNC=O
HOMO-LUMO gap: 10.599 eV
Relative energy (zero: lowest compared OMol25 entry of this formula, charge and spin): 90.22 kJ/mol
LUMO energy: 0.8 eV
E: -9879.12559 eV
Total charge: 0

```
16
Properties=species:S:1:pos:R:3:lowdin_charge:R:1
C -2.12582 -0.66954 -0.08798 -0.050
C -0.74566 -0.21934 -0.51920 -0.452
O -0.79442 1.18560 -0.69185 -0.034
C 0.32401 -0.57231 0.51817 -0.169
N 1.61872 -0.05878 0.12418 0.018
C 2.10977 1.18719 0.42969 -0.364
O 3.15687 1.67570 0.05064 0.014
H -2.16696 -1.75292 0.07079 0.085
H -2.85304 -0.39757 -0.85631 0.084
H -2.40190 -0.16362 0.84277 0.087
H -0.48620 -0.70595 -1.47622 0.145
H 0.00026 1.45227 -1.17357 0.091
H 0.02835 -0.19248 1.50430 0.132
H 0.44790 -1.65909 0.60168 0.129
H 2.05587 -0.65263 -0.57101 0.146
H 1.41979 1.74365 1.09172 0.139
```

=====

Entry 4:
The following is a quantum chemistry calculation of 4 unconnected molecules or ions with the total composition C45H97BN14O8P4S, from the Open Molecules 2025 dataset.

SMILES: CCCOCc1c(N)c(CCC(C)C)c2c(c1C[C@@H]1CO1)N(C[C@H](C)O)c1c(N)c([PH2]=N)c(N)c(B(O)O)c1S2.CN(C)P(=O)(N(C)C)N(C)C.CN(C)P(=O)(N(C)C)N(C)C.CN(C)P(=O)(N(C)C)N(C)C
HOMO-LUMO gap: 6.795 eV
LUMO energy: -1.0 eV
E: -134111.77803 eV
Total charge: 0

```
170
Properties=species:S:1:pos:R:3:lowdin_charge:R:1
C 8.14718 -0.24667 5.14374 -0.150
C 7.70018 -1.83513 5.41605 -0.205
C 6.20700 -1.99717 4.75526 -0.235
O 5.40730 -3.10966 5.29292 -0.211
C 3.94512 -2.82700 5.16611 -0.165
C 3.38112 -3.10960 3.63608 0.008
C 2.95723 -4.69811 3.32782 -0.116
N 3.03731 -5.80515 4.36833 0.002
C 2.41144 -5.11839 1.82495 -0.080
C 1.93187 -6.65526 1.47315 -0.188
C 3.11824 -7.66069 0.98264 -0.185
C 3.06672 -8.13040 -0.58250 -0.384
C 1.57609 -8.48207 -1.16727 -0.125
C 3.89190 -7.10449 -1.61446 -0.126
C 2.34148 -3.91048 0.70016 -0.296
C 2.74018 -2.34107 0.94395 -0.117
C 3.27951 -1.91582 2.46972 -0.030
C 3.72325 -0.36111 2.74058 -0.090
C 2.67632 0.29314 4.02684 -0.152
C 1.08821 -0.40759 4.06778 0.000
O 1.43620 1.11008 3.53813 -0.273
N 2.72073 -1.22309 -0.06864 -0.116
C 4.08323 -1.32256 -0.77167 -0.129
C 5.09442 -0.07329 -0.41301 -0.325
C 5.94517 0.23224 -1.81771 -0.074
O 6.11284 -0.48623 0.58613 -0.131
C 1.71216 -1.41034 -1.17002 -0.124
C 1.13197 -0.01955 -1.89608 -0.114
N 1.56984 1.35460 -1.43944 0.011
C 0.04770 -0.06399 -3.16771 -0.198
P -0.53737 1.63810 -3.89860 0.702
N 0.17580 1.76399 -5.38013 -0.366
C -0.48693 -1.52562 -3.77536 -0.140
N -1.45128 -1.54088 -4.97697 0.035
C 0.05702 -2.92877 -3.04560 -0.011
B -0.40834 -4.42898 -3.55961 -0.476
O 0.31600 -5.04536 -4.72570 0.015
O -1.51108 -5.23464 -2.98899 0.050
C 1.14130 -2.81623 -1.78106 -0.310
S 1.74260 -4.41516 -1.01916 0.882
H 7.81023 0.46001 6.03473 0.084
H 9.29689 -0.15203 4.91266 0.075
H 7.59406 0.12272 4.15326 0.077
H 7.72497 -2.03141 6.57503 0.116
H 8.51244 -2.47415 4.81940 0.118
H 6.32821 -2.15013 3.58507 0.138
H 5.60379 -0.99802 4.99989 0.115
H 3.62879 -1.79279 5.61195 0.115
H 3.41938 -3.65199 5.84898 0.123
H 2.48670 -5.56443 5.23735 0.084
H 4.03765 -6.00628 4.61662 0.092
H 1.00644 -6.56542 0.76558 0.089
H 1.51428 -7.10054 2.49942 0.118
H 3.19209 -8.61808 1.68625 0.122
H 4.16048 -7.09908 1.12981 0.121
H 3.68523 -9.15069 -0.64054 0.130
H 1.67133 -8.82187 -2.30012 0.092
H 0.99302 -9.24958 -0.49608 0.089
H 0.89327 -7.50359 -1.19866 0.066
H 4.34990 -6.17666 -1.06294 0.065
H 3.15738 -6.81105 -2.50359 0.064
H 4.80287 -7.70311 -2.09826 0.084
H 3.45618 0.39168 1.88566 0.095
H 4.82199 -0.21272 3.11652 0.088
H 3.21442 0.57672 5.12421 0.158
H 0.42419 -0.17586 5.01807 0.112
H 0.71745 -0.88642 3.06598 0.113
H 4.50424 -2.38290 -0.51095 0.141
H 3.86736 -1.28675 -1.92132 0.131
H 4.47747 0.88181 -0.05596 0.142
H 5.38376 0.95559 -2.54683 0.088
H 7.00754 0.59380 -1.48278 0.087
H 6.08476 -0.80780 -2.37115 0.093
H 6.13902 -1.48884 0.63793 0.103
H 2.07623 1.30515 -0.52239 0.067
H 0.66293 1.87575 -1.25327 0.068
H -0.04312 2.76103 -3.11955 -0.001
H -1.97349 1.73338 -4.01589 -0.007
H 0.79946 2.61453 -5.32725 -0.040
H -1.09668 -2.31903 -5.60829 0.094
H -1.24203 -0.66871 -5.51356 0.048
H 1.30556 -5.09192 -4.48229 0.117
H -2.32659 -4.65823 -2.89116 0.118
O -1.05369 5.34203 6.35841 -0.315
P -2.08746 5.22835 5.21140 0.739
N -0.98804 4.38347 4.20775 -0.352
C 0.30175 4.95097 3.83864 -0.114
C -0.77286 3.00457 4.66194 -0.143
N -2.14766 6.89204 4.87911 -0.326
C -1.62345 7.55444 3.69807 -0.132
C -2.04927 7.80139 6.02156 -0.146
N -3.27593 5.09765 3.89274 -0.290
C -4.56654 4.65403 4.42672 -0.155
C -3.05776 4.46919 2.59374 -0.131
H 0.86816 4.25604 3.20657 0.083
H 0.91758 5.20020 4.70852 0.087
H 0.18444 5.84207 3.22108 0.053
H -1.73118 2.52229 4.88231 0.075
H -0.15995 2.96502 5.57170 0.084
H -0.28762 2.40134 3.88739 0.055
H -0.55707 7.77327 3.79868 0.080
H -2.14110 8.50548 3.52947 0.081
H -1.77819 6.97644 2.78578 0.065
H -1.00552 7.94711 6.32475 0.079
H -2.60726 7.40838 6.87874 0.072
H -2.48200 8.78188 5.79523 0.078
H -4.53153 3.59440 4.70254 0.078
H -5.37710 4.80878 3.70595 0.054
H -4.82512 5.22909 5.32185 0.080
H -2.94512 3.38176 2.67397 0.082
H -2.18601 4.87870 2.07497 0.073
H -3.90559 4.66479 1.92626 0.083
O -10.82694 1.30126 2.50838 -0.315
P -9.93501 2.56116 2.62810 0.738
N -9.95520 2.50079 4.33860 -0.359
C -11.20223 2.53869 5.09049 -0.121
C -9.13330 1.40354 4.86247 -0.143
N -11.08210 3.63592 1.98701 -0.325
C -11.80367 4.66266 2.71747 -0.130
C -11.92830 3.13512 0.90308 -0.144
N -8.90961 4.00962 2.76574 -0.289
C -7.76922 3.90201 1.85166 -0.158
C -8.46681 4.63859 4.00601 -0.134
H -11.01079 2.47411 6.16865 0.084
H -11.88516 1.72851 4.81614 0.086
H -11.71596 3.49238 4.96490 0.054
H -8.15695 1.38868 4.36642 0.072
H -9.60637 0.42610 4.70206 0.081
H -8.94045 1.52667 5.93342 0.080
H -12.69117 4.25773 3.21099 0.080
H -12.13659 5.45532 2.03797 0.082
H -11.18540 5.16371 3.46379 0.066
H -12.76699 2.54618 1.29338 0.080
H -11.34960 2.50327 0.22013 0.073
H -12.33422 3.95266 0.29751 0.078
H -7.04272 3.16864 2.21841 0.073
H -7.26644 4.86616 1.71713 0.078
H -8.10572 3.57974 0.86085 0.078
H -7.75279 4.01362 4.55483 0.075
H -9.30206 4.88710 4.66736 0.074
H -7.97421 5.59552 3.79570 0.088
O 5.03899 -1.12376 -7.25987 -0.321
P 4.15531 -1.68114 -8.40253 0.736
N 4.50267 -0.34798 -9.41834 -0.359
C 4.21436 1.02021 -9.00994 -0.121
C 5.87294 -0.39456 -9.94192 -0.145
N 2.68574 -1.51675 -7.56872 -0.315
C 1.63015 -0.56395 -7.86253 -0.127
C 2.70581 -1.78046 -6.12934 -0.135
N 3.13939 -2.32193 -9.71619 -0.293
C 3.43197 -3.74261 -9.92520 -0.155
C 2.90252 -1.69012 -11.01028 -0.133
H 4.52090 1.73259 -9.78569 0.083
H 4.71469 1.29621 -8.07637 0.085
H 3.14234 1.18701 -8.89965 0.056
H 6.10090 -1.39545 -10.32374 0.072
H 6.61406 -0.15314 -9.16903 0.080
H 6.00304 0.29901 -10.77935 0.079
H 1.82180 0.40622 -7.39647 0.065
H 0.66817 -0.92765 -7.48412 0.068
H 1.48112 -0.41530 -8.93305 0.066
H 3.06670 -0.90860 -5.57059 0.081
H 3.35628 -2.63197 -5.90049 0.071
H 1.71095 -2.04254 -5.75326 0.060
H 4.40518 -3.87349 -10.41087 0.075
H 2.66118 -4.22901 -10.53329 0.080
H 3.45792 -4.27015 -8.96612 0.076
H 3.80210 -1.68010 -11.63660 0.081
H 2.52806 -0.66704 -10.91108 0.073
H 2.12219 -2.22790 -11.56209 0.087
```

=====

Among the records above, which one has the lowest HOMO-LUMO gap?
C45H97BN14O8P4S